{"formula": "C24H33Br10NOS", "method": "ωB97M-V/def2-TZVPD", "elements": ["O", "C", "C", "N", "C", "C", "C", "C", "C", "C", "S", "C", "C", "C", "C", "C", "C", "H", "H", "H", "H", "H", "H", "H", "H", "H", "H", "H", "H", "H", "Br", "C", "C", "Br", "H", "H", "H", "H", "Br", "C", "C", "Br", "H", "H", "H", "H", "Br", "C", "C", "Br", "H", "H", "H", "H", "Br", "C", "C", "Br", "H", "H", "H", "H", "Br", "C", "C", "Br", "H", "H", "H", "H"], "coordinates": [[4.317348, 1.944950, -1.969471], [3.633502, 2.335939, -3.149710], [2.199868, 1.735496, -3.272473], [1.748362, 0.904557, -2.173068], [1.481277, 1.590429, -0.965288], [1.613127, 2.974116, -0.834867], [1.312998, 3.635103, 0.349751], [0.836693, 2.949020, 1.454158], [0.713165, 1.568112, 1.344699], [1.013758, 0.913902, 0.169270], [0.764623, -0.833776, 0.100340], [2.033169, -1.259040, -1.052170], [2.615764, -2.509932, -0.952924], [3.590148, -2.918415, -1.848251], [3.956425, -2.035969, -2.850634], [3.360566, -0.789482, -2.957026], [2.387062, -0.354312, -2.056367], [4.290700, 2.689520, -1.361737], [3.542532, 3.427296, -3.171709], [4.247665, 2.068808, -4.013008], [2.146703, 1.141899, -4.186256], [1.479982, 2.543395, -3.404683], [1.958769, 3.576952, -1.665061], [1.444630, 4.710490, 0.391699], [0.601539, 3.498910, 2.353083], [0.347272, 1.015304, 2.201799], [2.289957, -3.177169, -0.162801], [4.036100, -3.900092, -1.751923], [4.712453, -2.334423, -3.567436], [3.690917, -0.153026, -3.766477], [3.339082, 1.436249, 3.888382], [2.777024, 1.606442, 5.739787], [1.347089, 1.173897, 5.929245], [0.086112, 2.508503, 5.273278], [2.941525, 2.640132, 6.026409], [3.444332, 0.960512, 6.306285], [1.124306, 1.062571, 6.988516], [1.116122, 0.248318, 5.411756], [-2.428613, -4.085611, -4.956834], [-0.513424, -3.943729, -5.265581], [0.279714, -4.453727, -4.093027], [0.290790, -3.188454, -2.616194], [-0.309101, -2.901935, -5.490654], [-0.322690, -4.550176, -6.149072], [1.325361, -4.573923, -4.370805], [-0.104529, -5.392797, -3.707479], [-3.160014, -6.794216, -7.888026], [-4.585846, -5.522916, -7.527888], [-5.914227, -6.207801, -7.354539], [-6.667065, -6.778220, -9.055962], [-4.583601, -4.808707, -8.344870], [-4.290260, -5.023429, -6.608033], [-6.642290, -5.517114, -6.935062], [-5.848720, -7.091897, -6.728975], [-1.875108, 2.903253, 2.408156], [-3.605550, 2.354212, 3.112100], [-3.630692, 0.873806, 3.380399], [-3.786340, -0.156668, 1.737293], [-4.356966, 2.669938, 2.395382], [-3.736263, 2.907197, 4.039805], [-4.502582, 0.607973, 3.974107], [-2.731292, 0.529176, 3.881404], [-3.316618, 3.728878, 6.803826], [-1.915432, 4.306355, 8.020570], [-1.979339, 3.573748, 9.333256], [-3.422058, 4.227856, 10.460913], [-2.020952, 5.380510, 8.132702], [-0.982402, 4.082999, 7.506984], [-1.068399, 3.742659, 9.903382], [-2.138157, 2.507578, 9.207605]], "atomic_forces_ev_per_a": [[0.0, 0.1, -0.2], [-0.1, 0.4, 0.2], [0.0, -0.1, -0.4], [0.6, 0.1, 0.4], [-0.3, 0.4, 0.4], [0.2, 0.1, -0.2], [-0.2, 0.1, 0.1], [0.7, 0.1, -0.7], [0.0, 0.4, 0.4], [0.2, -0.5, -0.3], [-0.2, 0.0, -0.1], [0.0, 0.5, 0.4], [0.5, 0.0, 0.4], [-0.1, 0.2, 0.1], [0.0, -0.4, 0.0], [0.1, 0.2, -0.2], [0.2, -0.6, -0.2], [0.0, -0.2, 0.1], [0.1, 0.0, -0.1], [-0.1, -0.2, 0.1], [-0.1, 0.0, 0.1], [0.0, -0.1, 0.1], [0.0, -0.1, 0.0], [0.0, 0.0, 0.0], [0.1, -0.2, 0.1], [0.1, -0.2, -0.1], [0.0, 0.1, 0.0], [0.0, 0.1, -0.1], [0.0, 0.1, 0.0], [0.0, 0.0, 0.1], [0.0, 0.1, 0.0], [0.1, -0.2, -0.1], [-0.1, 0.2, 0.2], [0.2, -0.2, 0.1], [0.0, 0.0, 0.0], [0.0, 0.0, 0.0], [0.0, 0.0, 0.0], [0.0, 0.0, 0.0], [0.1, 0.2, 0.2], [-0.1, -0.2, -0.2], [0.0, 0.2, 0.2], [-0.7, -0.4, -0.6], [0.0, 0.0, 0.1], [0.0, 0.0, 0.0], [0.0, 0.0, 0.0], [0.0, 0.0, -0.1], [0.0, 0.0, -0.1], [0.1, -0.1, 0.1], [-0.1, 0.1, -0.1], [0.0, -0.1, 0.0], [-0.1, 0.0, 0.0], [-0.1, 0.0, -0.1], [0.0, 0.0, 0.0], [0.0, 0.0, 0.0], [-1.0, 0.0, 0.0], [0.2, 0.2, 0.1], [-0.2, -0.1, -0.1], [0.1, 0.0, 0.0], [0.0, -0.1, 0.0], [0.0, 0.0, 0.0], [0.0, 0.0, 0.0], [0.0, 0.1, 0.0], [-0.1, 0.1, 0.0], [0.1, -0.1, -0.2], [0.0, 0.1, 0.2], [0.0, -0.1, 0.0], [0.0, 0.0, 0.1], [0.0, 0.0, 0.0], [0.0, 0.0, 0.0], [0.0, 0.0, 0.0]], "mulliken_charge": [-0.50, -0.54, -1.39, 0.05, 0.61, -0.30, -1.45, -1.16, -0.41, 0.93, -0.29, 0.21, -0.59, -0.46, -1.02, -0.15, 0.57, 0.37, 0.36, 0.40, 0.55, 0.60, 0.41, 0.37, 0.71, 0.51, 0.40, 0.42, 0.38, 0.26, -0.12, -0.59, -0.65, -0.09, 0.35, 0.37, 0.37, 0.39, -0.12, -0.57, -0.68, 0.06, 0.36, 0.37, 0.33, 0.39, -0.12, -0.16, -0.63, -0.14, 0.38, -0.12, 0.35, 0.38, -0.01, -0.27, -0.53, -0.15, 0.42, -0.09, 0.38, 0.31, -0.07, -0.45, -0.63, -0.15, 0.41, 0.16, 0.37, 0.37], "gap_ev": 7.4, "spin_multiplicity": 1, "lumo_energy_ev": 0.2, "homo_energy_ev": -7.3, "smiles": "OCCN1c2ccccc2Sc2ccccc21.BrCCBr.BrCCBr.BrCCBr.BrCCBr.BrCCBr", "fmax_ha_per_bohr": 0.0198, "e_tot_ha": -27202.627508}